Entry from OMol25: a cluster of 2 separate species, C5H5N in total at a distorted geometry (the ωB97M-V functional and the def2-TZVPD basis).

```
11
Properties=species:S:1:pos:R:3:nbo_charge:R:1
C 0.353 1.551 -0.717 -0.35
C 1.089 0.481 -0.588 -0.09
C 1.614 -0.629 -0.147 0.27
N 2.706 -1.173 0.072 -0.60
H 0.718 2.563 -0.839 0.21
H -0.727 1.465 -0.719 0.21
H 2.764 -1.985 0.675 0.36
C -1.708 -0.966 0.275 -0.25
C -2.373 -0.302 1.033 -0.23
H -1.540 -1.357 -0.718 0.24
H -2.896 0.351 1.674 0.23
```

Calculated values
Relative energy (zero: lowest compared OMol25 entry of this formula, charge and spin) = 133.60 kcal/mol
Lowest unoccupied orbital energy = 0.065 eV
F_max = 2.2 eV Å⁻¹
Highest occupied orbital energy = -0.3084 Eh
Orbital gap = 8.46 eV
Calculated total energy = -6750.1143 eV
Multiplicity = 1